No. 1
A cluster of 2 separate species, C29H33O in total at a distorted geometry, computed with wB97M-V/def2-TZVPD.

XYZ file:
```
63
C29H33O, DFT wB97M-V/def2-TZVPD
H 4.8482 6.1251 -1.5738
C -6.3085 -1.8204 -3.2657
H -1.1035 -2.3933 -1.9666
H 2.4865 4.9255 -2.6876
H 5.3938 3.2046 -0.0415
C 4.0641 4.1285 -1.4541
H -0.4631 -1.9385 -3.5609
H -2.5383 0.9936 -1.4944
C 2.9883 -2.5997 4.9220
C -0.2147 0.7958 -2.5585
C 0.2729 -1.7107 1.8428
H 2.0426 -2.1937 8.1784
C 2.7614 4.1502 -1.9672
C -3.5770 -0.5202 -2.6408
C -1.0095 -0.2616 -2.3232
H -2.4794 -0.6391 -0.7966
C 3.0736 -2.2840 6.2810
C -6.1601 -0.5803 -2.7638
C -2.4046 -0.0734 -1.7470
H -5.5327 -2.5699 -3.1399
H 0.5545 -1.7380 -2.1301
H -3.5196 0.0000 -3.6099
H 5.1030 5.1725 -3.0368
H 4.0124 -1.9013 6.6780
H -4.9724 0.8615 -1.7136
H -0.6254 -2.1715 2.2558
C 2.6141 -0.6001 0.7715
C -4.9215 -0.2125 -1.9600
C 3.4687 2.2415 -0.0534
H -6.9765 1.3913 -2.4194
C 0.1996 -0.6011 1.0293
C 2.1723 2.1658 -0.6465
H -7.2263 -2.0926 -3.7817
H -0.2407 -3.7236 4.8386
C -7.2493 0.4515 -2.9182
H -4.9395 -0.7683 -0.9998
H -8.2016 0.0907 -2.4983
H 0.1553 1.4675 -0.5398
C 1.5321 -2.2180 2.1891
C 2.6998 -1.6647 1.6558
C 1.8316 3.2065 -1.5753
H 3.6683 -2.0801 1.9520
C 1.3672 0.0219 0.4816
H -0.6346 1.8087 -2.5621
H 0.8188 0.6738 -2.8746
C 1.9690 -2.4496 7.1197
C 1.7741 -3.0842 4.4298
O 1.6133 -3.3159 3.0481
H 3.5227 -0.2352 0.3071
H 0.8214 3.2371 -1.9727
C 0.6743 -3.3136 5.2617
C 0.7719 -2.9591 6.6084
H -0.7787 -0.1615 0.8293
H 3.7374 1.5800 0.7706
C -0.4816 -1.6611 -2.4969
H -0.0967 -3.0923 7.2544
H -3.5015 -1.5952 -2.8563
H -7.4348 0.6633 -3.9831
H 3.8315 -2.4631 4.2447
C 1.1939 1.1837 -0.3318
C 4.3918 3.1811 -0.4773
H 6.0813 4.8487 -1.5894
C 5.0801 5.1169 -1.9410
```

The calculation puts the relative energy (zero: lowest compared OMol25 entry of this formula, charge and spin) at 0.0 kcal per mole. Its charge is +1. The value obtained for the total energy is -32647.304 eV. The calculation puts the HOMO energy at -10.85 eV. The value obtained for the lowest unoccupied orbital energy is -5.39 eV.

Charges obtained by Mulliken population analysis, quoted in units of e:
1. H 0.3174
2. C -1.0550
3. H 0.3428
4. H 0.4221
5. H 0.3452
6. C 1.0414
7. H 0.3126
8. H 0.3525
9. C -0.3722
10. C -1.4898
11. C -0.5914
12. H 0.3779
13. C -0.7849
14. C -0.4666
15. C 1.2067
16. H 0.3520
17. C -0.4881
18. C 0.8116
19. C -0.9162
20. H 0.2430
21. H 0.4064
22. H 0.2642
23. H 0.3670
24. H 0.3628
25. H 0.3077
26. H 0.4466
27. C -0.7040
28. C -0.6295
29. C -0.6393
30. H 0.3625
31. C -0.5591
32. C 0.7849
33. H 0.3344
34. H 0.4400
35. C -1.2879
36. H 0.2735
37. H 0.3185
38. H 0.8934
39. C 0.1724
40. C -0.4047
41. C -0.5648
42. H 0.5064
43. C 0.4843
44. H 0.5045
45. H 0.4714
46. C -0.5043
47. C 0.5540
48. O -0.4563
49. H 0.8401
50. H 0.2959
51. C -0.3470
52. C -0.3791
53. H 0.4238
54. H 0.7596
55. C -1.5145
56. H 0.3593
57. H 0.3484
58. H 0.2970
59. H 0.2667
60. C -0.7913
61. C -1.0068
62. H 0.3732
63. C -1.3911


No. 2
A structure of composition C29H34N5O5Ta at a distorted geometry, computed with wB97M-V/def2-TZVPD.

XYZ file:
```
74
C29H34N5O5Ta, DFT wB97M-V/def2-TZVPD
C -1.6299 -2.4983 4.1005
H 2.2663 1.4084 -1.7688
H -2.2020 2.9573 1.5329
C -1.4273 2.7304 0.7958
H -2.6473 1.1314 -1.8973
C -2.1593 1.9746 -1.4120
H 0.2397 3.4347 1.9702
H 0.9260 -4.6892 -2.1845
H -2.5048 -3.1288 4.1406
C -2.8338 -0.9453 -3.9546
C 2.8203 -1.3016 -0.3789
N -2.8112 -1.6994 -0.3900
C -1.2888 -1.8914 2.8814
O 0.2504 -0.5295 1.6683
C -0.1116 -1.1009 2.8178
H 0.3296 0.8706 -2.8048
C -4.5913 -1.8238 -2.5460
C -0.9209 2.3761 -2.2318
C 2.7285 -2.7187 -0.4956
C -3.7046 -0.9277 -5.0262
C -2.1301 -2.0571 1.7389
C -5.4525 -1.8106 -3.6232
H 2.2444 -5.2821 -1.1779
H 1.6778 2.9332 -2.4685
H -6.4683 -2.1518 -3.5022
H 1.5575 -0.3361 3.9116
H 3.9143 -4.5238 -0.4679
C 4.0313 -0.6999 -0.0546
H 0.8352 3.7008 -0.3519
H -0.6202 3.3953 -1.9795
H 0.5679 -5.2711 -0.5705
C 6.4776 0.3935 0.8827
C -5.0157 -1.3600 -4.8631
H 1.6431 1.5152 1.2562
H -1.8101 -0.6238 -4.0710
H 7.5091 0.5250 1.2059
N 0.2104 1.4676 -1.9904
C 1.4725 2.1553 -1.7237
H -3.0156 -2.6789 1.8390
H 6.0133 -3.4298 0.0963
N -1.9118 -1.4793 0.5997
O -1.1661 -0.8263 -1.6792
H -2.8685 2.8111 -1.4119
O 1.7649 -0.5362 -0.6093
C 1.4402 -3.3323 -0.6658
C 0.2740 -1.5125 5.1663
C -0.1130 2.4836 1.5493
H -1.3276 3.6070 0.1541
H 6.2787 1.0478 0.0302
C 0.6549 -0.9254 3.9702
C 1.3090 -4.7373 -1.1632
C 3.9280 -3.4539 -0.3602
H -2.6282 1.1317 0.3676
O 0.3731 -2.7270 -0.3981
H 4.0476 0.3760 0.0313
C 5.1811 -1.4596 0.1556
H -0.2970 1.7909 2.3728
C -0.8673 -2.3024 5.2337
C -3.2715 -1.3897 -2.7037
H -1.2117 2.3682 -3.2850
H 2.4583 3.1035 -0.0675
H -5.6922 -1.3538 -5.7045
C 1.4446 2.7992 -0.3299
C -2.3780 -1.3329 -1.5562
H 5.8020 0.6390 1.7075
H -1.1557 -2.7573 6.1685
O 6.3537 -0.9718 0.5316
H -3.3648 -0.5865 -5.9917
N -1.8060 1.5741 -0.0400
H 0.8716 -1.3555 6.0496
C 5.1115 -2.8559 -0.0391
Ta -0.0646 -0.4254 -0.1510
H -4.9142 -2.1690 -1.5778
N 0.8944 1.8805 0.6748
```

Its charge is +2. The value obtained for the total energy is -49855.438 eV. The calculation puts the HOMO energy at -13.54 eV. The value obtained for the lowest unoccupied orbital energy is -6.36 eV.

Charges obtained by Mulliken population analysis, quoted in units of e:
1. C -0.9746
2. H 0.0923
3. H 0.5271
4. C -0.8636
5. H 0.0552
6. C -0.6327
7. H 0.5831
8. H 0.3270
9. H 0.4698
10. C -0.0024
11. C 0.0597
12. N -1.2999
13. C 0.8634
14. O 0.5841
15. C 0.4872
16. H 0.3326
17. C -0.3197
18. C -0.7565
19. C 0.5748
20. C -0.9361
21. C -0.2552
22. C -0.7608
23. H 0.3995
24. H 0.6121
25. H 0.4433
26. H 0.4733
27. H 0.3207
28. C -0.2233
29. H 0.3337
30. H 0.2248
31. H 0.3625
32. C -0.7775
33. C -0.4309
34. H 0.2852
35. H 0.4857
36. H 0.2536
37. N -0.1035
38. C -0.7519
39. H 0.4833
40. H 0.4909
41. N 0.8034
42. O -0.5734
43. H 0.5775
44. O -0.2721
45. C 0.9190
46. C -0.6456
47. C -0.6289
48. H 0.2867
49. H 0.3205
50. C -0.8906
51. C -1.5142
52. C -0.9537
53. H 0.4076
54. O -0.5179
55. H 0.4672
56. C 0.5652
57. H 0.0858
58. C -0.8664
59. C 0.5244
60. H 0.5988
61. H 0.5274
62. H 0.4221
63. C -0.7463
64. C 0.2158
65. H 0.3381
66. H 0.4431
67. O -0.4320
68. H 0.4365
69. N -0.2357
70. H 0.4742
71. C -1.1559
72. Ta 1.6396
73. H 0.4787
74. N -0.1352


- Which of these has the highest lowest unoccupied orbital energy?
  C29H33O